Computed, not measured: C2H12N2Si2 in the gas phase in a non-equilibrium geometry, with the ωB97M-V functional and the def2-TZVPD basis.

CARTESIAN COORDINATES (ANGSTROEM)
C (0.21, -1.22, 1.36)
N (-0.27, 0.06, 0.87)
C (0.22, 1.28, 1.49)
N (-0.30, 0.21, -0.67)
Si (-1.89, 0.08, -1.31)
Si (1.17, -0.33, -1.47)
H (-0.52, -1.99, 0.95)
H (1.27, -1.66, 1.32)
H (-0.06, -1.09, 2.49)
H (-0.40, 1.47, 2.30)
H (1.24, 1.26, 1.91)
H (0.21, 2.11, 0.72)
H (-2.74, -1.03, -0.67)
H (-2.65, 1.21, -0.79)
H (-1.69, 0.19, -2.77)
H (1.49, -1.69, -1.45)
H (2.35, 0.43, -0.79)
H (0.69, 0.12, -2.83)

## Properties
Gap between HOMO and LUMO, eV: 9.58
E_HOMO, Eh: -0.3197
Energy relative to the best compared isomer or geometry (same formula, charge and spin), kcal/mol: 0.0
SMILES string: CN(C)N([SiH3])[SiH3]

***

Computed, not measured: a molecular structure, C41H60GeN7P3Pb in a non-equilibrium geometry, with the ωB97M-V functional and the def2-TZVPD basis.

CARTESIAN COORDINATES (ANGSTROEM)
Pb (-2.57, -0.01, 0.12)
C (-3.67, -0.07, 3.80)
C (-2.42, 0.82, 3.75)
C (-1.93, 1.20, 5.15)
P (-1.10, 0.15, 2.66)
C (0.04, 1.56, 2.51)
N (1.11, 1.30, 1.56)
Ge (0.97, 0.37, -0.03)
N (1.04, 1.68, -1.40)
C (-0.14, 2.41, -1.81)
P (-1.66, 1.42, -2.10)
C (-1.44, 0.31, -3.54)
C (-2.80, -0.31, -3.89)
C (-0.79, 0.91, -4.79)
C (-2.94, 2.72, -2.37)
C (-2.81, 3.47, -3.69)
C (-4.37, 2.21, -2.16)
C (2.19, 1.58, -2.23)
C (2.34, 2.06, -3.53)
C (3.53, 1.81, -4.21)
C (4.55, 1.07, -3.61)
C (4.44, 0.66, -2.29)
C (3.28, 0.97, -1.61)
N (3.04, 0.76, -0.17)
C (3.16, 2.02, 0.58)
C (4.20, 2.91, 0.38)
C (4.24, 4.07, 1.14)
C (3.24, 4.32, 2.07)
C (2.18, 3.44, 2.24)
C (2.14, 2.27, 1.49)
C (3.79, -0.32, 0.41)
C (5.11, -0.24, 0.78)
C (5.74, -1.39, 1.27)
C (5.04, -2.61, 1.38)
C (3.73, -2.69, 1.04)
C (3.04, -1.53, 0.57)
N (1.73, -1.47, 0.33)
C (0.99, -2.73, 0.31)
P (-0.74, -2.68, -0.34)
C (-0.72, -3.84, -1.79)
C (-0.65, -3.09, -3.12)
C (0.35, -4.94, -1.75)
C (-1.70, -3.55, 0.97)
C (-1.16, -4.90, 1.43)
C (-3.17, -3.69, 0.55)
C (-0.12, -1.20, 3.47)
C (-1.01, -2.16, 4.28)
C (1.03, -0.68, 4.34)
H (-4.47, 0.48, 4.30)
H (-3.50, -0.99, 4.36)
H (-4.04, -0.33, 2.81)
H (-2.69, 1.74, 3.22)
H (-1.67, 0.33, 5.75)
H (-2.74, 1.72, 5.67)
H (-1.08, 1.88, 5.13)
H (0.48, 1.74, 3.49)
H (-0.56, 2.43, 2.23)
H (0.06, 3.00, -2.70)
H (-0.42, 3.10, -1.00)
H (-0.79, -0.48, -3.15)
H (-3.45, 0.41, -4.37)
H (-3.33, -0.72, -3.02)
H (-2.66, -1.13, -4.59)
H (-1.40, 1.70, -5.23)
H (-0.69, 0.12, -5.53)
H (0.20, 1.29, -4.59)
H (-2.72, 3.42, -1.56)
H (-3.13, 2.86, -4.54)
H (-1.80, 3.84, -3.89)
H (-3.47, 4.34, -3.64)
H (-4.71, 1.58, -2.98)
H (-5.03, 3.08, -2.12)
H (-4.51, 1.67, -1.23)
H (1.57, 2.64, -4.01)
H (3.65, 2.18, -5.21)
H (5.46, 0.86, -4.16)
H (5.26, 0.14, -1.81)
H (4.95, 2.73, -0.37)
H (5.05, 4.78, 1.01)
H (3.27, 5.22, 2.67)
H (1.40, 3.68, 2.95)
H (5.66, 0.68, 0.70)
H (6.78, -1.34, 1.56)
H (5.56, -3.49, 1.76)
H (3.19, -3.63, 1.16)
H (0.94, -3.13, 1.33)
H (1.55, -3.45, -0.28)
H (-1.70, -4.32, -1.72)
H (0.28, -2.53, -3.21)
H (-1.49, -2.41, -3.23)
H (-0.68, -3.80, -3.95)
H (1.32, -4.55, -2.05)
H (0.09, -5.71, -2.47)
H (0.45, -5.42, -0.78)
H (-1.66, -2.84, 1.81)
H (-1.25, -5.65, 0.63)
H (-1.76, -5.26, 2.27)
H (-0.12, -4.88, 1.75)
H (-3.28, -4.45, -0.23)
H (-3.61, -2.77, 0.18)
H (-3.76, -4.03, 1.40)
H (0.31, -1.75, 2.64)
H (-1.31, -1.71, 5.22)
H (-0.44, -3.06, 4.52)
H (-1.91, -2.47, 3.76)
H (0.68, -0.04, 5.14)
H (1.77, -0.13, 3.75)
H (1.53, -1.53, 4.80)
N (-2.56, 2.17, 0.83)
C (-3.20, 3.16, 0.89)
N (-3.85, 4.23, 1.00)
C (-4.07, 4.91, -0.13)
N (-4.24, 5.51, -1.10)

## Properties
Gap between HOMO and LUMO (alpha / beta), eV: 5.20 / 4.68
E_HOMO (alpha / beta), Eh: -0.5744 / -0.5746
Net charge: +3
Energy relative to the best compared isomer or geometry (same formula, charge and spin), kcal/mol: 31.0
Multiplicity: 2

***

Computed, not measured: a molecular structure, C15H38N13O3PrS2 in a non-equilibrium geometry, with the ωB97M-V functional and the def2-TZVPD basis.

CARTESIAN COORDINATES (ANGSTROEM)
Pr (-0.13, -0.04, -0.09)
N (1.26, -2.42, 0.38)
C (2.22, -2.80, -0.68)
C (2.69, -1.57, -1.43)
N (1.58, -0.83, -2.07)
C (0.91, -1.68, -3.10)
C (-0.40, -2.28, -2.65)
N (-1.28, -1.20, -2.18)
C (2.15, 0.38, -2.73)
C (2.50, 1.49, -1.78)
N (1.27, 1.98, -1.11)
H (1.80, -2.07, 1.17)
H (0.80, -3.25, 0.73)
H (1.74, -3.51, -1.35)
H (3.09, -3.32, -0.27)
H (3.42, -1.87, -2.19)
H (3.20, -0.90, -0.74)
H (1.59, -2.47, -3.44)
H (0.72, -1.06, -3.97)
H (-0.27, -2.99, -1.83)
H (-0.84, -2.84, -3.48)
H (-2.22, -1.54, -2.00)
H (-1.39, -0.49, -2.90)
H (1.39, 0.75, -3.43)
H (3.02, 0.11, -3.34)
H (3.00, 2.27, -2.35)
H (3.20, 1.17, -1.00)
H (0.62, 2.38, -1.79)
H (1.52, 2.74, -0.48)
N (-2.26, 2.48, 2.92)
N (-1.21, 3.41, 2.89)
C (0.03, 3.09, 2.55)
N (0.97, 4.01, 2.66)
N (0.21, 1.79, 2.09)
N (1.44, 1.43, 1.82)
O (1.48, 0.18, 1.44)
O (2.45, 2.08, 1.79)
H (-2.93, 2.73, 2.21)
H (-2.68, 2.49, 3.85)
H (-1.40, 4.37, 3.15)
H (0.78, 4.89, 3.09)
H (1.92, 3.78, 2.41)
C (-1.43, 2.10, -4.01)
O (-1.38, 1.79, -2.60)
C (-2.48, 2.09, -1.86)
S (-3.84, 2.67, -2.49)
S (-2.23, 1.78, -0.15)
H (-0.43, 1.87, -4.39)
H (-1.67, 3.14, -4.17)
H (-2.18, 1.48, -4.51)
C (-2.16, -0.86, 2.48)
N (-3.18, -1.44, 3.33)
C (-2.78, -2.81, 3.67)
N (-2.60, -3.63, 2.46)
C (-1.59, -3.01, 1.63)
N (-1.94, -1.62, 1.22)
C (-3.27, -1.71, 0.52)
N (-4.29, -2.30, 1.35)
C (-4.44, -1.49, 2.56)
C (-3.87, -3.65, 1.73)
H (-1.22, -0.82, 3.03)
H (-2.44, 0.16, 2.22)
H (-3.55, -3.26, 4.29)
H (-1.85, -2.78, 4.23)
H (-1.44, -3.62, 0.73)
H (-0.65, -2.97, 2.20)
H (-3.14, -2.34, -0.36)
H (-3.56, -0.70, 0.21)
H (-5.22, -1.93, 3.19)
H (-4.74, -0.48, 2.29)
H (-3.76, -4.26, 0.83)
H (-4.64, -4.10, 2.36)

## Properties
Gap between HOMO and LUMO (alpha / beta), eV: 6.52 / 6.52
E_HOMO (alpha / beta), Eh: -0.4798 / -0.4797
Net charge: +2
Energy relative to the best compared isomer or geometry (same formula, charge and spin), kcal/mol: 8.5
Multiplicity: 3

***

Computed, not measured: a molecular structure, C20H36N2O3Sb2Sn, with the ωB97M-V functional and the def2-TZVPD basis.

CARTESIAN COORDINATES (ANGSTROEM)
Sn (0.65, -3.18, -0.26)
C (3.28, -2.51, 3.76)
N (2.67, -3.81, 3.42)
C (2.96, -4.91, 4.35)
C (1.87, -3.94, 2.40)
O (1.58, -2.96, 1.62)
C (1.27, -5.30, 2.10)
O (0.50, -5.21, 0.90)
C (-0.81, -5.80, 0.92)
C (-1.80, -4.76, 0.43)
O (-1.38, -3.56, 0.27)
N (-3.02, -5.11, 0.16)
C (-3.53, -6.48, 0.35)
C (-3.98, -4.14, -0.41)
H (2.96, -2.23, 4.76)
H (4.36, -2.63, 3.75)
H (2.98, -1.76, 3.05)
H (2.20, -4.97, 5.12)
H (3.04, -5.86, 3.82)
H (3.92, -4.71, 4.81)
H (2.05, -6.06, 1.96)
H (0.64, -5.62, 2.93)
H (-0.81, -6.69, 0.29)
H (-1.06, -6.09, 1.94)
H (-2.99, -6.99, 1.15)
H (-4.57, -6.41, 0.64)
H (-3.44, -7.04, -0.58)
H (-3.45, -3.38, -0.98)
H (-4.65, -4.69, -1.06)
H (-4.55, -3.68, 0.40)
C (-3.48, 6.06, 0.85)
Sb (-2.21, 4.40, 0.64)
C (-0.43, 5.37, 1.26)
C (-2.12, 4.19, -2.04)
C (-0.94, 4.88, -2.10)
C (-0.97, 6.33, -2.00)
C (0.17, 7.04, -1.97)
C (1.43, 6.35, -1.99)
C (1.52, 4.99, -2.14)
C (0.37, 4.19, -2.31)
C (0.48, 2.89, -2.87)
Sb (1.33, 0.91, -1.92)
C (3.27, 1.76, -1.70)
C (1.59, 0.13, -3.88)
H (-3.58, 6.18, 1.93)
H (-4.46, 5.89, 0.41)
H (-3.03, 6.98, 0.45)
H (-0.17, 6.16, 0.55)
H (0.40, 4.68, 1.37)
H (-0.65, 5.84, 2.22)
H (-3.05, 4.76, -2.06)
H (-2.20, 3.12, -2.16)
H (-1.93, 6.82, -1.96)
H (0.17, 8.12, -1.92)
H (2.34, 6.93, -1.92)
H (2.49, 4.53, -2.25)
H (1.35, 2.87, -3.53)
H (-0.41, 2.51, -3.36)
H (3.57, 2.26, -2.61)
H (3.98, 0.96, -1.51)
H (3.30, 2.44, -0.85)
H (2.09, 0.85, -4.53)
H (0.63, -0.15, -4.32)
H (2.21, -0.76, -3.81)

## Properties
Gap between HOMO and LUMO, eV: 5.58
E_HOMO, Eh: -0.6807
Net charge: +4